DFT (ωB97M-V/def2-TZVPD) results for 4 unconnected molecules or ions with the total composition C28H60F5N5O12P3.

Properties
Orbital gap, eV: 8.659
Net charge: +1
LUMO, hartree: -0.10864
HOMO level, eV: -11.615

Atoms and positions in Å:
1 C -1.537 0.737 -2.877
2 C -2.311 1.489 -3.914
3 C -1.722 1.563 -5.293
4 N -3.467 1.979 -3.576
5 N -3.647 3.353 -3.808
6 C -4.567 3.813 -4.853
7 C -5.955 4.325 -4.359
8 C -6.382 3.902 -2.950
9 C -6.899 2.476 -2.760
10 F -5.987 1.681 -2.169
11 F -7.952 2.545 -1.894
12 C -7.458 1.762 -4.009
13 F -6.519 1.472 -4.905
14 F -8.444 2.476 -4.539
15 F -7.991 0.603 -3.625
16 C -3.018 4.232 -3.068
17 N -2.142 3.945 -2.073
18 C -1.783 5.101 -1.573
19 N -2.366 6.115 -2.202
20 N -3.153 5.578 -3.174
21 H -2.119 0.704 -1.959
22 H -0.615 1.301 -2.721
23 H -1.326 -0.281 -3.214
24 H -0.732 1.109 -5.301
25 H -2.352 0.914 -5.909
26 H -1.712 2.561 -5.732
27 H -4.691 3.032 -5.595
28 H -4.066 4.637 -5.375
29 H -6.691 4.091 -5.125
30 H -5.896 5.418 -4.337
31 H -5.591 4.049 -2.215
32 H -7.205 4.555 -2.657
33 H -1.096 5.175 -0.744
34 H -2.235 7.087 -1.971
35 H -3.718 6.127 -3.800
36 O -3.511 -5.046 -2.107
37 P -4.343 -4.124 -1.319
38 O -4.585 -4.734 0.143
39 C -3.457 -4.932 1.010
40 C -2.936 -3.619 1.560
41 O -5.829 -4.318 -1.952
42 C -6.036 -4.946 -3.217
43 C -6.521 -6.367 -3.031
44 O -4.552 -2.584 -0.963
45 C -5.354 -1.673 -1.737
46 C -6.695 -1.491 -1.073
47 H -2.672 -5.473 0.477
48 H -3.803 -5.568 1.823
49 H -2.505 -3.006 0.764
50 H -2.164 -3.793 2.310
51 H -3.743 -3.042 2.011
52 H -5.135 -4.914 -3.829
53 H -6.800 -4.361 -3.736
54 H -5.814 -6.942 -2.433
55 H -6.651 -6.862 -3.994
56 H -7.474 -6.374 -2.502
57 H -5.446 -1.999 -2.773
58 H -4.824 -0.718 -1.746
59 H -7.228 -2.434 -0.962
60 H -7.318 -0.806 -1.646
61 H -6.564 -1.088 -0.068
62 O -0.062 -2.595 4.526
63 P 1.012 -1.638 4.839
64 O 0.358 -0.251 5.323
65 C -0.422 -0.223 6.526
66 C 0.441 -0.319 7.769
67 O 1.546 -1.184 3.366
68 C 1.239 -1.940 2.200
69 C 0.129 -1.273 1.418
70 O 2.423 -1.493 5.548
71 C 3.689 -1.752 4.899
72 C 4.328 -0.449 4.489
73 H -1.165 -1.024 6.502
74 H -0.958 0.726 6.517
75 H 0.918 -1.299 7.842
76 H -0.161 -0.167 8.664
77 H 1.235 0.427 7.743
78 H 0.980 -2.968 2.447
79 H 2.149 -1.974 1.595
80 H -0.761 -1.145 2.035
81 H -0.135 -1.865 0.540
82 H 0.439 -0.278 1.090
83 H 3.573 -2.435 4.059
84 H 4.319 -2.253 5.635
85 H 3.687 0.118 3.817
86 H 5.281 -0.628 3.991
87 H 4.503 0.178 5.364
88 O 7.251 0.636 2.481
89 P 8.601 0.866 1.943
90 O 8.588 2.189 1.027
91 C 8.296 3.458 1.624
92 C 9.451 3.976 2.459
93 O 8.725 -0.239 0.753
94 C 7.842 -1.355 0.665
95 C 6.792 -1.118 -0.399
96 O 10.141 0.849 2.320
97 C 10.983 -0.323 2.240
98 C 11.807 -0.265 0.976
99 H 7.384 3.383 2.223
100 H 8.096 4.142 0.800
101 H 9.610 3.352 3.341
102 H 9.254 4.995 2.795
103 H 10.376 3.966 1.883
104 H 7.383 -1.577 1.628
105 H 8.453 -2.219 0.393
106 H 6.232 -0.205 -0.193
107 H 6.094 -1.955 -0.450
108 H 7.264 -0.996 -1.375
109 H 10.400 -1.239 2.309
110 H 11.641 -0.294 3.108
111 H 11.175 -0.209 0.092
112 H 12.443 -1.147 0.900
113 H 12.438 0.624 0.977

Cartesian forces, eV/Å:
-1.3 -1.1 -0.5
-0.1 0.2 -0.4
0.3 0.2 0.3
1.1 0.5 2.6
-1.0 -0.2 -2.6
-0.3 0.5 -0.1
0.9 0.3 0.2
-0.3 -0.2 -0.4
-0.3 0.6 0.4
0.2 -0.1 -0.3
0.0 -0.1 -0.1
-0.5 -0.9 1.0
0.2 0.5 -0.4
0.2 0.4 -0.5
0.0 -0.3 0.1
0.5 -0.4 0.5
0.0 -0.3 0.0
-0.2 -0.9 -0.2
0.8 0.5 0.9
-0.4 0.1 -0.3
0.1 0.0 0.1
0.0 0.0 -0.1
0.4 0.1 0.1
0.1 0.3 -0.1
-0.1 0.1 0.0
0.0 0.0 0.0
0.2 -0.2 0.3
0.0 -0.1 -0.1
-0.1 0.0 0.1
-0.2 0.0 0.0
0.0 0.0 0.0
0.0 -0.1 0.0
0.0 0.4 0.0
-0.4 0.2 -0.5
0.0 0.1 0.1
1.9 1.8 0.0
-4.6 -2.5 0.4
0.6 0.5 -0.1
0.2 0.0 0.3
0.0 0.1 -0.1
0.3 0.4 0.1
-0.2 -0.3 -0.2
0.0 -0.1 0.2
1.8 0.1 -0.4
0.0 0.4 -0.2
-0.2 -0.1 0.3
-0.1 0.0 -0.1
-0.1 0.0 -0.1
0.0 0.0 0.0
0.0 0.0 0.0
0.0 0.0 0.1
0.1 0.0 0.2
0.0 0.1 0.1
0.1 0.0 -0.1
0.0 0.0 0.0
0.0 0.0 0.0
0.0 -0.2 0.0
0.1 -0.1 0.0
0.1 -0.1 -0.2
0.1 0.0 0.0
0.0 0.1 0.0
0.8 -1.4 1.9
-0.4 3.5 -3.7
0.2 -0.5 0.5
-0.2 0.0 0.3
0.1 -0.1 -0.1
0.2 -0.1 0.4
-0.1 0.0 -0.3
-0.1 0.2 0.0
-0.6 -1.4 0.9
0.5 -0.2 0.1
-0.1 0.3 0.0
0.0 0.0 -0.1
0.0 0.0 -0.1
0.0 0.0 0.0
0.0 0.0 0.0
0.0 0.1 0.0
-0.1 0.0 0.1
0.0 0.1 0.1
0.0 -0.1 0.0
0.0 0.0 0.0
0.1 0.0 0.0
-0.2 0.1 0.0
-0.2 0.0 0.1
0.0 -0.1 -0.1
0.0 0.0 0.0
0.1 -0.1 0.0
0.9 0.4 2.4
-0.6 -1.0 -5.3
0.2 0.1 0.8
-0.1 0.3 0.1
0.1 -0.2 0.1
0.3 0.0 0.4
-0.2 -0.2 -0.2
0.0 0.1 -0.1
-0.7 0.3 1.6
0.4 -0.2 0.2
0.0 0.2 -0.2
0.0 -0.1 0.0
0.0 -0.1 -0.1
0.0 0.0 0.0
0.0 0.0 0.0
0.0 0.1 0.0
0.0 0.2 0.0
0.1 0.1 0.0
0.0 0.0 0.1
0.0 0.0 0.0
0.0 0.0 0.0
-0.2 0.1 -0.1
-0.1 0.1 0.1
-0.1 -0.1 0.0
0.0 0.0 0.1
0.1 0.0 0.1

***

DFT (ωB97M-V/def2-TZVPD) results for a molecular structure, C28H61Br3N3O22P.

Properties
Orbital gap, eV: 7.998
LUMO, hartree: -0.01101
HOMO level, eV: -8.298

Atoms and positions in Å:
1 C 4.110 -0.678 4.000
2 Br 3.840 -1.830 2.460
3 Br 4.981 -1.497 5.541
4 Br 2.473 0.261 4.610
5 H 4.890 -0.040 3.611
6 O -2.655 -4.431 2.015
7 P -1.920 -3.729 0.955
8 N -1.359 -4.671 -0.328
9 C -0.551 -4.142 -1.422
10 C -1.761 -6.029 -0.470
11 N -0.592 -2.881 1.588
12 C -0.120 -1.625 1.008
13 C 0.408 -3.646 2.352
14 N -2.807 -2.528 0.134
15 C -3.686 -2.900 -0.970
16 C -3.379 -1.486 0.955
17 H 0.261 -3.509 -1.060
18 H -1.223 -3.563 -2.062
19 H -0.063 -4.974 -1.927
20 H -0.888 -6.697 -0.540
21 H -2.318 -6.214 -1.404
22 H -2.376 -6.420 0.340
23 H 0.789 -1.353 1.554
24 H 0.069 -1.743 -0.058
25 H -0.765 -0.779 1.251
26 H 0.037 -4.632 2.620
27 H 1.253 -3.806 1.672
28 H 0.645 -2.983 3.183
29 H -4.718 -2.867 -0.597
30 H -3.700 -2.144 -1.761
31 H -3.505 -3.864 -1.438
32 H -3.680 -0.597 0.397
33 H -2.653 -1.110 1.677
34 H -4.222 -1.877 1.539
35 C -2.037 2.849 5.779
36 O -1.749 2.994 7.150
37 C -1.504 4.186 7.657
38 O -1.657 5.227 7.063
39 O -1.160 4.041 8.926
40 C -0.826 5.172 9.685
41 H -2.739 3.635 5.518
42 H -2.489 1.918 5.417
43 H -1.115 2.754 5.205
44 H -1.497 6.004 9.468
45 H 0.208 5.525 9.645
46 H -0.932 4.893 10.735
47 C 0.595 1.733 2.034
48 O 0.438 1.752 0.631
49 C 1.378 1.158 -0.071
50 O 2.458 0.843 0.369
51 O 0.942 0.932 -1.303
52 C 1.663 0.010 -2.102
53 H -0.194 2.223 2.594
54 H 1.497 2.200 2.433
55 H 0.719 0.713 2.395
56 H 2.725 0.131 -1.865
57 H 1.657 0.428 -3.108
58 H 1.388 -1.039 -2.036
59 C 7.352 -0.514 -5.480
60 O 6.841 -1.599 -4.726
61 C 5.756 -1.405 -4.022
62 O 5.165 -0.356 -3.859
63 O 5.442 -2.530 -3.372
64 C 4.298 -2.494 -2.544
65 H 6.889 0.449 -5.276
66 H 7.254 -0.709 -6.547
67 H 8.411 -0.364 -5.276
68 H 4.571 -2.377 -1.491
69 H 3.694 -3.398 -2.503
70 H 3.707 -1.621 -2.803
71 C 2.472 -1.342 -6.106
72 O 2.272 -2.466 -5.279
73 C 2.504 -3.698 -5.743
74 O 3.079 -3.959 -6.750
75 O 2.006 -4.546 -4.845
76 C 1.728 -5.870 -5.330
77 H 2.406 -0.404 -5.562
78 H 1.664 -1.269 -6.844
79 H 3.393 -1.429 -6.682
80 H 2.505 -6.514 -4.930
81 H 1.653 -5.889 -6.416
82 H 0.732 -6.165 -5.002
83 C -0.641 -2.690 -4.019
84 O -1.972 -2.902 -3.606
85 C -2.945 -2.365 -4.334
86 O -2.847 -1.899 -5.436
87 O -4.083 -2.504 -3.660
88 C -5.274 -2.154 -4.348
89 H -0.290 -3.590 -4.526
90 H 0.091 -2.619 -3.211
91 H -0.461 -1.812 -4.636
92 H -6.061 -2.588 -3.735
93 H -5.384 -2.624 -5.327
94 H -5.370 -1.078 -4.477
95 C -4.467 7.181 1.410
96 O -3.904 5.870 1.403
97 C -3.404 5.507 0.221
98 O -3.331 6.208 -0.747
99 O -2.934 4.279 0.352
100 C -1.987 3.775 -0.560
101 H -3.653 7.902 1.442
102 H -5.204 7.341 2.194
103 H -5.069 7.355 0.517
104 H -2.038 2.686 -0.515
105 H -0.936 4.041 -0.470
106 H -2.310 3.947 -1.591
107 C 2.830 5.111 3.360
108 O 1.607 5.819 3.369
109 C 0.494 5.200 3.711
110 O 0.435 4.043 4.048
111 O -0.482 6.098 3.565
112 C -1.852 5.699 3.787
113 H 3.655 5.779 3.591
114 H 2.963 4.616 2.400
115 H 2.897 4.347 4.138
116 H -2.359 6.666 3.740
117 H -2.022 5.385 4.810
118 H -2.073 5.139 2.882

Cartesian forces, eV/Å:
0.1 -0.1 0.2
-0.3 0.0 0.6
-0.4 -0.1 -0.5
1.1 -0.5 -0.5
-0.5 0.7 0.3
0.1 -0.8 -0.1
0.6 1.4 -1.0
0.0 0.2 1.5
-0.6 0.3 0.8
-0.1 -1.5 -0.6
-1.4 -0.4 -0.7
0.3 -0.3 0.9
-0.5 0.8 -1.2
1.1 -0.5 0.0
-0.8 0.8 0.3
0.0 0.2 0.8
-0.1 0.1 0.1
0.7 -0.6 0.4
-0.2 0.0 -0.3
0.0 0.1 0.1
-0.1 0.2 0.1
0.0 0.5 0.2
0.3 -0.2 -0.4
0.1 0.5 0.0
-0.3 -0.2 -0.5
-0.2 0.2 0.4
0.4 0.0 0.4
0.5 -0.6 0.3
-0.1 -0.5 0.0
0.5 -0.1 0.6
0.3 0.0 0.3
-0.1 -0.3 -0.4
0.0 -0.2 0.0
-0.2 0.2 -0.1
-0.1 0.0 -1.3
0.2 -1.8 1.0
-0.7 0.6 -0.8
0.3 0.2 0.2
0.5 -0.9 0.0
-0.2 1.1 1.1
0.4 0.2 -0.6
-0.5 -0.3 1.6
0.1 1.2 0.0
0.1 0.0 -0.1
0.0 -0.3 -0.8
-0.4 -0.2 -0.1
1.1 -0.4 1.6
-1.2 0.7 -0.1
1.2 -0.8 0.6
-0.1 -0.1 -0.2
-1.2 -0.2 -0.1
2.1 1.3 -0.5
-0.5 0.0 -0.8
0.2 0.3 -0.8
-0.4 -0.2 -0.2
-0.1 -0.4 0.3
-0.7 -0.5 -0.2
-0.5 0.1 0.2
0.5 1.0 -0.6
0.5 -0.4 -0.4
-1.1 1.1 1.6
0.3 -0.4 -0.7
0.3 -1.0 -0.6
-0.6 0.8 1.3
-0.4 -0.3 0.3
-0.2 -0.3 0.0
0.0 -0.5 0.2
0.5 0.3 -0.1
0.3 -0.3 -1.0
-0.2 -0.2 -0.1
-0.2 0.2 -1.6
-0.4 0.2 1.2
0.1 0.9 0.4
0.2 -0.3 -0.9
-0.6 -0.2 -0.1
-0.1 0.0 -0.1
0.4 -0.4 0.6
0.0 -0.3 0.0
0.1 0.1 0.3
-0.1 -0.3 -0.3
0.6 0.0 0.0
0.2 0.1 0.5
1.7 -0.4 -1.0
-0.1 0.7 0.4
-0.3 -0.1 -0.8
0.2 0.2 0.0
0.1 -0.2 -0.6
-0.7 -0.3 -0.2
-0.2 0.2 -0.4
-0.8 0.2 0.4
-0.6 -0.1 -0.2
-0.1 0.4 0.1
0.5 0.0 0.0
0.0 0.0 0.2
-0.5 0.6 -0.7
-0.9 -0.1 0.3
0.7 0.5 0.0
-0.1 0.0 -0.4
0.4 -0.5 1.0
-0.4 -1.3 -2.0
-0.1 0.2 0.1
0.6 -0.6 0.6
0.4 -0.1 -0.3
0.0 0.1 0.6
-0.2 0.6 0.6
0.1 0.6 0.1
0.4 -0.9 0.5
0.8 1.0 -0.1
-0.3 0.1 -0.2
-0.5 0.1 0.1
0.7 -0.3 0.6
0.6 1.5 -0.5
-0.2 0.4 -0.4
0.1 0.1 -0.1
-0.5 -0.1 0.0
-0.2 -0.2 -0.3
0.2 -0.9 -0.3
-0.8 -0.7 0.7

***

- The lowest HOMO level belongs to which entry?
  C28H60F5N5O12P3

***

- Which of these has the highest HOMO level?
  C28H61Br3N3O22P

***

- Among the records above, which one has the lowest orbital gap?
  C28H61Br3N3O22P